DFT (ωB97M-V/def2-TZVPD) results for an isolated ion of composition C3H2FN2O and charge +1 in a non-equilibrium geometry.

## Properties
- E_HOMO (eV) = -14.968
- orbital gap (eV) = 7.718
- energy relative to the best compared isomer or geometry (same formula, charge and spin) (kcal/mol) = 38.3
- E_LUMO (eV) = -7.25

Geometry as ORCA input:
```
! RIJCOSX wB97M-V def2-TZVPD def2/J DEFGRID3
* xyz 1 1
C -0.62222 0.99230 0.22719
C 1.28501 0.32257 -0.71135
C -0.05815 -1.25104 -0.04452
N 0.58173 1.23966 -0.20022
N -0.87295 -0.34350 0.47912
O 0.32205 -2.33661 -0.07445
F 2.54643 0.24679 -0.80305
H -1.36327 1.76458 0.38522
H -1.81864 -0.63475 0.74207
*
```

Atom charges from the Mulliken analysis, given in e for atoms 1 to 8:
1. C 0.1846
2. C 0.1737
3. C 0.3795
4. N -0.1965
5. N -0.0379
6. O -0.1691
7. F -0.0737
8. H 0.4232